Entry 1:
Molecular formula: C5H13N
Method: DFT, ωB97M-V/def2-TZVPD

Geometry as XYZ:
```
19
C5H13N | the OMol25 dataset | ωB97M-V/def2-TZVPD
C 1.6705 0.9597 -0.9562
C 2.4637 0.2004 0.1833
C 0.1656 1.2215 -0.4327
N -0.5763 0.0266 -0.5196
C -1.2948 -0.3877 0.7203
C -2.2472 -1.5602 0.4054
H 2.1069 1.9704 -1.2030
H 1.3428 0.2188 -1.6713
H 1.8887 -0.6145 0.5415
H 2.6493 0.8384 0.9997
H 3.3697 -0.3817 -0.2130
H -0.3085 1.8931 -1.1573
H 0.0486 1.5752 0.6562
H -1.2653 0.0661 -1.1956
H -0.5859 -0.7875 1.4921
H -1.7937 0.3384 1.3264
H -1.8875 -2.2529 -0.3048
H -2.4792 -2.1353 1.3036
H -3.2674 -1.1891 0.0252
```

For the energy above the lowest of the compared OMol25 structures with the same formula, charge and spin, the calculation gives 1.669 eV. As for the SMILES: CCCNCC. Its lowest unoccupied orbital energy is 1.2 eV. The orbital gap is 9.9 eV. The calculation puts the highest occupied orbital energy at -0.319 Ha.

Entry 2:
Molecular formula: C17H36GeN4O4RhS2Si3
Method: DFT, ωB97M-V/def2-TZVPD

Geometry as XYZ:
```
68
C17H36GeN4O4RhS2Si3 | the OMol25 dataset | ωB97M-V/def2-TZVPD
Rh 1.2909 -1.2983 0.2415
C 3.1901 -5.1363 -0.7947
C 2.3263 -3.9212 -0.7198
N 2.5761 -2.9579 0.0943
N 3.7083 -3.0424 0.8589
C 4.0643 -1.8610 1.2951
N 5.2156 -1.7940 2.0168
S 3.2702 -0.3487 0.9577
C 1.1577 -3.6868 -1.5925
C 0.5988 -4.6752 -2.3967
C -0.5155 -4.3764 -3.1607
C -1.0569 -3.1031 -3.0946
C -0.4473 -2.1752 -2.2716
N 0.6460 -2.4402 -1.5629
H 3.1818 -5.6496 0.1679
H 4.2235 -4.8413 -0.9795
H 2.8764 -5.8258 -1.5721
H 5.5819 -2.6707 2.3496
H 5.3465 -0.9892 2.6039
H 1.0142 -5.6709 -2.4086
H -0.9636 -5.1361 -3.7874
H -1.9378 -2.8292 -3.6579
H -0.8483 -1.1787 -2.1559
O -1.0347 -2.1410 0.6987
S -1.1253 -1.3319 1.9108
O -2.1909 -1.6568 2.8128
O 0.1681 -1.0669 2.5008
O -1.5763 0.1588 1.2911
C 1.2386 1.7795 3.3169
Si 0.8103 2.5450 1.6673
C 2.3167 3.3748 0.9012
C -0.4679 3.8917 1.9699
Ge 0.1850 0.8275 0.0910
Si -3.2415 0.6324 1.3351
C -3.6791 1.0732 3.0788
C -4.2918 -0.7215 0.6166
C -3.2852 2.1339 0.2437
Si -0.3127 1.9621 -1.9788
C -0.7388 3.7805 -1.7970
C 1.4508 1.8521 -2.6453
C -1.4849 1.2317 -3.2559
H 1.8221 2.4906 3.9093
H 1.8161 0.8642 3.1972
H 0.3358 1.5273 3.8768
H 2.7910 4.0238 1.6426
H 2.0269 4.0009 0.0530
H 3.0681 2.6630 0.5546
H 0.0252 4.6825 2.5440
H -1.3140 3.5388 2.5628
H -0.8545 4.3399 1.0543
H -3.6502 0.1939 3.7209
H -4.6877 1.4947 3.1056
H -2.9915 1.8190 3.4830
H -3.8968 -1.7058 0.8654
H -4.3529 -0.6375 -0.4705
H -5.3050 -0.6583 1.0199
H -2.6364 2.9274 0.6159
H -4.3041 2.5277 0.1989
H -2.9850 1.8882 -0.7765
H 0.0415 4.3087 -1.2461
H -1.6914 3.9645 -1.3016
H -0.7914 4.2186 -2.7982
H 2.1148 2.5494 -2.1296
H 1.4684 2.1015 -3.7101
H 1.8744 0.8511 -2.5318
H -2.4904 1.0462 -2.8736
H -1.1029 0.3055 -3.6847
H -1.5699 1.9574 -4.0697
```

For the energy above the lowest of the compared OMol25 structures with the same formula, charge and spin, the calculation gives 0.111 eV. Its lowest unoccupied orbital energy (spin up / spin down) is -0.2 / -0.2 eV. As for the multiplicity: 2. The orbital gap (spin up / spin down) is 7.4 / 7.3 eV. The calculation puts the highest occupied orbital energy (spin up / spin down) at -0.281 / -0.275 Ha.

Entry 3:
Molecular formula: C30H31AuBrN4O5
Method: DFT, ωB97M-V/def2-TZVPD

Geometry as XYZ:
```
72
C30H31AuBrN4O5 | the OMol25 dataset | ωB97M-V/def2-TZVPD
Au -0.2345 -0.0002 0.5727
O -2.4286 -1.5758 0.9505
C -3.7611 -1.5184 0.9332
C -3.9641 1.7711 -0.4693
O -5.1086 1.7261 -0.5598
O -2.8038 1.7925 -0.3669
C -4.3209 -0.7406 2.0083
C -3.4666 -0.4287 3.0938
C -3.9613 0.1692 4.2311
C -5.3137 0.4898 4.3066
C -6.1652 0.2254 3.2402
C -5.6829 -0.3877 2.1039
C -4.4147 -2.3152 -0.0852
C -5.6664 -2.0011 -0.6391
C -6.2441 -2.8338 -1.5781
C -5.5995 -3.9989 -1.9704
C -4.3570 -4.3310 -1.4370
C -3.7673 -3.4936 -0.5152
H -2.1278 -2.2294 0.2958
H -2.4225 -0.7018 3.0639
H -3.3072 0.3649 5.0688
H -5.7080 0.9435 5.2067
H -7.2119 0.4871 3.3020
H -6.3731 -0.5556 1.2971
H -6.1657 -1.0747 -0.4109
H -7.2008 -2.5696 -2.0059
H -6.0641 -4.6547 -2.6947
H -3.8666 -5.2503 -1.7237
H -2.8360 -3.8480 -0.0787
C 0.3101 -2.8013 2.2685
O 0.7987 -2.0122 1.1646
C 2.1913 -1.9173 1.0248
C 3.0838 -2.4910 1.9039
C 4.4426 -2.2271 1.7194
Br 5.6670 -2.9782 2.9155
C 4.8902 -1.4210 0.6949
C 3.9894 -0.9064 -0.2421
C 2.6420 -1.1891 -0.0777
O 1.6894 -0.7706 -1.0339
C 4.5518 -0.1023 -1.3483
N 5.8168 0.1748 -1.4237
C 5.9562 0.9450 -2.5745
C 7.1064 1.5124 -3.1263
C 6.9632 2.2375 -4.2872
C 5.7053 2.4008 -4.9012
C 4.5602 1.8458 -4.3694
C 4.7190 1.1135 -3.1921
N 3.8154 0.4420 -2.3818
H 0.8368 -2.5463 3.1852
H 0.4337 -3.8612 2.0490
H -0.7440 -2.5625 2.3841
H 2.7757 -3.1102 2.7306
H 5.9410 -1.2026 0.5660
H 1.5263 -1.5219 -1.6215
H 8.0710 1.3698 -2.6593
H 7.8326 2.6862 -4.7467
H 5.6432 2.9661 -5.8212
H 3.6014 1.9656 -4.8566
H 2.8416 0.2798 -2.5493
N 1.5151 5.4047 0.7875
C 1.1573 4.2589 -0.1324
C 0.6919 3.0330 0.6564
N 0.3063 1.9373 -0.2536
H 1.8509 6.2117 0.2502
H 2.2634 5.1536 1.4420
H 0.7161 5.7263 1.3425
H 2.0583 4.0480 -0.7086
H 0.3885 4.6295 -0.8094
H -0.1559 3.2709 1.2990
H 1.5007 2.6671 1.2905
H 1.0830 1.6869 -0.8635
H -0.4902 2.1937 -0.8340
```

As for the net charge: +3. Its lowest unoccupied orbital energy is -9.5 eV. The orbital gap is 4.5 eV. The calculation puts the highest occupied orbital energy at -0.516 Ha.

Entry 4:
Molecular formula: C24H44LiN2O16
Method: DFT, ωB97M-V/def2-TZVPD

Geometry as XYZ:
```
87
C24H44LiN2O16 | the OMol25 dataset | ωB97M-V/def2-TZVPD
C 4.5072 -4.1146 3.4659
C 3.2582 -3.4416 2.8709
N 2.7252 -2.2486 3.5649
C 2.2772 -2.7156 4.9549
C 3.7292 -1.1216 3.7489
C 4.4042 -0.7036 2.5219
C 1.5592 -1.6286 2.9349
C 0.4092 -2.6366 2.6489
O -0.6308 -1.9616 1.9839
C -1.7178 -2.7576 1.6439
H 4.4062 -4.4316 4.4709
H 5.3502 -3.6216 3.5499
H 4.7852 -4.7646 2.6119
H 2.5242 -4.1786 2.8269
H 3.4792 -3.3256 1.9219
H 1.6462 -2.2496 5.5209
H 3.1052 -2.8136 5.7149
H 1.7612 -3.6316 5.0529
H 4.6692 -1.3986 4.3389
H 3.4392 -0.5106 4.3959
H 5.0292 -1.4456 1.9419
H 5.3542 -0.1446 2.9079
H 3.8542 -0.2646 1.7819
H 1.7152 -1.3976 1.8299
H 1.1472 -0.8176 3.6699
H 0.0102 -3.0716 3.5399
H 0.7132 -3.3826 1.8619
H -1.9078 -3.2296 2.5549
H -1.5308 -3.4826 1.0099
H -2.5258 -2.2636 1.1879
Li -1.7278 0.6724 1.7259
N -0.2688 0.3134 -0.2331
O 0.1312 0.6564 0.9159
O 0.1922 0.7354 -1.3431
O -1.5208 0.0934 -0.2401
C -5.5098 2.5374 -0.0791
C -5.7338 1.4704 -1.0471
C -4.4838 1.0604 -1.8401
O -4.4758 -0.3176 -1.8021
C -5.2498 -0.7306 -0.8881
O -5.3718 -1.9436 -0.6321
O -6.0708 0.2344 -0.4141
H -5.0598 3.4154 -0.6081
H -5.0208 2.3814 0.7189
H -6.3378 2.8564 0.4329
H -6.7108 1.6254 -1.7471
H -3.5078 1.2854 -1.2591
H -4.1168 1.5804 -2.9201
C -0.4898 3.8384 -3.7081
C -1.6218 3.3524 -2.9011
C -1.6298 3.8614 -1.5391
O -2.7568 4.7794 -1.4871
C -3.4448 4.6474 -2.6181
O -4.2858 5.4074 -3.0041
O -2.8468 3.8254 -3.3891
H -0.5388 3.4054 -4.6471
H 0.3842 4.0004 -3.1181
H -0.7048 4.8944 -3.8151
H -1.6388 2.2324 -2.7961
H -0.7648 4.5904 -1.2951
H -1.7958 3.1064 -0.8581
C 1.7662 3.6924 -0.2651
C 3.0032 2.8124 0.1449
C 3.4022 1.6574 -0.7591
O 4.8042 1.5744 -0.6261
C 5.2252 2.6894 -0.1521
O 6.4452 3.1184 0.0089
O 4.2982 3.5294 0.2999
H 1.7952 4.5264 0.2169
H 1.0302 3.0084 -0.2171
H 1.9762 4.1344 -1.2211
H 2.6542 2.3874 1.0529
H 3.2452 1.9224 -1.9241
H 2.8372 0.5674 -0.6281
C -1.7128 -1.1056 -3.7261
C -0.7028 -2.0996 -3.2781
C -1.3228 -2.8886 -2.1161
O -1.6148 -4.1326 -2.8431
C -1.2348 -4.0616 -4.0021
O -1.3308 -5.0806 -4.7331
O -0.4698 -3.1006 -4.2881
H -1.3448 -0.5986 -4.5871
H -2.0748 -0.3846 -2.9661
H -2.6338 -1.6176 -4.0521
H 0.1022 -1.5126 -2.9671
H -2.2298 -2.1816 -1.6121
H -0.4808 -2.9716 -1.3511
```

For the energy above the lowest of the compared OMol25 structures with the same formula, charge and spin, the calculation gives 3.007 eV. As for the net charge: +1. Its lowest unoccupied orbital energy is -4.1 eV. The orbital gap is 7.4 eV. The calculation puts the highest occupied orbital energy at -0.421 Ha.

Entry 5:
Molecular formula: C4H8O2
Method: DFT, ωB97M-V/def2-TZVPD

Geometry as XYZ:
```
14
C4H8O2 | the OMol25 dataset | ωB97M-V/def2-TZVPD
C -2.1848 -0.3006 -0.3722
C -1.2567 0.4288 0.5883
C 0.9411 1.2450 0.6040
O 0.1095 0.2954 0.1662
O 2.1802 0.8636 0.3573
C 2.4771 -0.4354 -0.2002
H -3.2059 -0.3440 0.0279
H -2.2296 0.1914 -1.3486
H -1.8468 -1.3311 -0.5156
H -1.4934 1.4926 0.6852
H -1.2886 -0.0273 1.5816
H 3.5519 -0.5452 -0.0610
H 1.9384 -1.2281 0.3251
H 2.2178 -0.4643 -1.2614
```

For the energy above the lowest of the compared OMol25 structures with the same formula, charge and spin, the calculation gives 2.869 eV. Its lowest unoccupied orbital energy is 1.0 eV. The orbital gap is 10.0 eV. The calculation puts the highest occupied orbital energy at -0.331 Ha.

Entry 6:
Molecular formula: C26H20CaF5N9O2S4Se
Method: DFT, ωB97M-V/def2-TZVPD

Geometry as XYZ:
```
68
C26H20CaF5N9O2S4Se | the OMol25 dataset | ωB97M-V/def2-TZVPD
Ca -0.1306 -0.0226 -0.6386
N 0.9238 2.1475 -1.4034
N 1.3017 2.8498 -0.2225
C 0.3391 2.9465 0.7342
N 0.7993 3.2773 1.9494
S -1.2863 2.7284 0.4032
H 1.7780 1.9422 -1.9255
H 0.3319 2.7597 -1.9537
H 2.1983 2.5211 0.1148
H 1.7618 3.0897 2.1894
H 0.1261 3.2663 2.6949
N 4.5413 -1.4293 -1.0263
C 5.2202 -0.2328 -0.9293
C 6.4505 0.1124 -0.3811
C 6.8126 1.4435 -0.4596
C 5.9807 2.3960 -1.0699
C 4.7590 2.0423 -1.6116
C 4.3715 0.7055 -1.5265
N 3.1984 0.0920 -1.9465
C 3.3388 -1.1633 -1.6163
C 2.3315 -2.2038 -1.8277
C 2.5484 -3.5437 -1.8455
S 1.0833 -4.3680 -2.1502
C 0.2642 -2.8784 -2.2181
N 1.0236 -1.8343 -2.0400
H 4.7766 -2.2805 -0.5501
H 7.0937 -0.6199 0.0922
H 7.7618 1.7597 -0.0421
H 6.3098 3.4264 -1.1189
H 4.1263 2.7788 -2.0981
H 3.4823 -4.0756 -1.7364
H -0.8031 -2.8205 -2.4168
F -0.7623 -1.3262 6.3584
C -0.1117 -1.0494 5.2267
C -0.8146 -0.7741 4.0710
F -2.1512 -0.7846 4.0849
C -0.1217 -0.4926 2.9126
F -0.8595 -0.2331 1.8051
C 1.2627 -0.4758 2.8371
Se 2.1760 -0.1338 1.2047
C 1.9330 -0.7597 4.0201
F 3.2703 -0.7731 4.0565
C 1.2678 -1.0403 5.1986
F 1.9550 -1.3092 6.3151
N -7.1356 3.2599 -0.9630
C -6.1102 2.3717 -1.2182
C -5.0456 2.7337 -2.0499
C -3.9979 1.8617 -2.2707
C -3.9969 0.6111 -1.6700
C -5.0437 0.2406 -0.8322
C -6.0915 1.1102 -0.6078
S -2.6820 -0.5140 -1.9763
O -1.5533 0.3213 -2.4201
O -3.1265 -1.5259 -2.9001
N -2.1908 -1.0879 -0.5902
C -2.3953 -2.3756 -0.1345
S -3.7810 -3.3770 -0.4447
C -3.0984 -4.6261 0.5246
C -1.8964 -4.2176 0.9903
N -1.4905 -2.9553 0.6142
H -7.2500 4.0377 -1.5867
H -7.9861 2.8985 -0.5728
H -5.0370 3.7144 -2.5151
H -3.1697 2.1535 -2.9036
H -5.0395 -0.7255 -0.3377
H -6.9003 0.8214 0.0562
H -3.5927 -5.5759 0.6760
H -1.2478 -4.8154 1.6180
```

Its lowest unoccupied orbital energy is 0.1 eV. The orbital gap is 7.6 eV. The calculation puts the highest occupied orbital energy at -0.274 Ha.

Entry 7:
Molecular formula: C6H12OSi
Method: DFT, ωB97M-V/def2-TZVPD

Geometry as XYZ:
```
20
C6H12OSi | the OMol25 dataset | ωB97M-V/def2-TZVPD
C -1.6113 -0.7467 -0.0475
C -1.9939 0.6628 -0.4200
C -1.1260 1.7687 0.1540
C 0.3981 1.4314 0.0358
C 1.4365 -1.1602 -1.4665
C 1.3300 -1.2808 1.9039
O -2.2824 -1.7257 0.1771
Si 0.7824 -0.4228 0.2374
H -1.6303 0.5894 -1.5777
H -3.0921 0.7657 -0.3938
H -1.4510 2.7351 -0.2836
H -1.3135 1.8709 1.2058
H 0.7820 1.8194 -0.9812
H 0.9760 2.1221 0.5891
H 0.5668 -1.6762 -1.9012
H 1.6355 -0.4081 -2.1843
H 2.2869 -1.7615 -1.4138
H 0.5645 -1.1557 2.7396
H 1.3365 -2.3124 1.5515
H 2.4052 -1.1157 2.0755
```

For the energy above the lowest of the compared OMol25 structures with the same formula, charge and spin, the calculation gives 2.439 eV. Its lowest unoccupied orbital energy is 0.7 eV. The orbital gap is 8.1 eV. The calculation puts the highest occupied orbital energy at -0.271 Ha.

Entry 8:
Molecular formula: C19H37N3O5PPtSi
Method: DFT, ωB97M-V/def2-TZVPD

Geometry as XYZ:
```
67
C19H37N3O5PPtSi | the OMol25 dataset | ωB97M-V/def2-TZVPD
Pt -0.4865 0.8056 0.3870
O 1.6437 1.0984 0.3063
C 2.5128 0.3260 -0.1311
C 2.3197 -0.6253 -1.2758
C 3.3169 -0.1882 -2.3870
C 3.6912 1.3122 -2.4333
C 4.7873 1.8008 -1.4658
C 4.4029 1.7780 0.0148
N 3.7979 0.4595 0.2879
H 1.2839 -0.5743 -1.6073
H 2.5214 -1.6534 -0.9688
H 2.8752 -0.4640 -3.3446
H 4.2363 -0.7734 -2.3060
H 2.7910 1.9202 -2.3123
H 4.0451 1.5205 -3.4437
H 5.0847 2.8144 -1.7425
H 5.6743 1.1747 -1.6091
H 3.6646 2.5371 0.2656
H 5.2674 1.9242 0.6587
H 4.3873 -0.2773 -0.0792
C -4.5072 -1.3443 0.4752
O -3.1037 -0.9947 0.4919
P -2.6333 0.5101 0.3806
O -3.3559 1.1201 -0.9024
C -2.9008 0.7429 -2.2115
O -3.5137 1.3231 1.4331
C -3.1803 1.2525 2.8337
H -4.6114 -2.2128 -0.1686
H -5.1147 -0.5242 0.0974
H -4.8115 -1.5973 1.4880
H -3.1348 -0.3035 -2.4069
H -1.8252 0.9026 -2.3020
H -3.4312 1.3763 -2.9154
H -3.9078 1.8690 3.3521
H -2.1748 1.6383 2.9980
H -3.2413 0.2257 3.1910
C -0.8536 -1.0745 4.1269
Si 0.5248 -1.2209 2.8627
C 1.8203 0.0580 3.3021
C 1.2742 -2.9350 2.9927
C -0.1274 -1.0788 1.0991
H -0.4971 -1.4621 5.0846
H -1.7428 -1.6466 3.8533
H -1.1423 -0.0362 4.2954
H 2.1205 -0.0920 4.3424
H 1.4364 1.0768 3.2105
H 2.7188 -0.0148 2.6871
H 1.6488 -3.1246 4.0012
H 2.1141 -3.0530 2.3033
H 0.5422 -3.7109 2.7588
H 0.6326 -1.5243 0.4452
H -0.9776 -1.7579 1.0364
N -3.8690 5.2989 0.9619
C -2.8045 5.9095 0.3757
O -2.6653 7.1107 0.3241
C -1.7592 4.9980 -0.2108
C -0.9096 5.4983 -1.1877
C 0.0441 4.6569 -1.7303
C 0.1251 3.3549 -1.2715
N -0.6705 2.8709 -0.3137
C -1.5926 3.6917 0.2061
H -4.6082 5.9012 1.2865
H -4.1002 4.3400 0.7660
H -1.0166 6.5291 -1.4990
H 0.7203 4.9959 -2.5021
H 0.8518 2.6640 -1.6683
H -2.2073 3.2815 0.9923
```

For the energy above the lowest of the compared OMol25 structures with the same formula, charge and spin, the calculation gives 0.000 eV. As for the net charge: +1. Its lowest unoccupied orbital energy is -2.6 eV. The orbital gap is 9.2 eV. The calculation puts the highest occupied orbital energy at -0.433 Ha.